Below is a 7-piece molecular cluster, C42H72ClIN6O27S6 overall, with properties calculated with ωB97M-V/def2-TZVPD.

Summary:
LUMO = -0.001 Eh
HOMO energy = -7.9544 eV
Structure (SMILES) = CC(=O)NCCCCc1nc2c(CC(N)(N)N)c(C[C@H](C)I)cc(CCCCCCOC(C)=O)c2nc1CCCCl.O=S1(=O)OCCO1.O=S1(=O)OCCO1.O=S1(=O)OCCO1.O=S1(=O)OCCO1.O=S1(=O)OCCO1.O=S1(=O)OCCO1

Each atom is followed by the atoms it is bonded to, with distances in Å.
Positions of all 155 atoms, in Å:
1 C 0.85986 -4.30650 1.28063  C2 1.582, H42 1.117, H43 1.126, H44 1.117
2 C -0.62877 -4.67407 0.88955  C1 1.582, O3 1.212, N4 1.455
3 O -0.85619 -5.27661 -0.13689  C2 1.212
4 N -1.65609 -4.29288 1.84730  C2 1.455, C5 1.495, H45 1.027
5 C -2.66263 -3.35053 1.26851  N4 1.495, C6 1.597, H46 1.134, H47 1.117
6 C -3.60602 -2.91592 2.48198  C5 1.597, C7 1.583, H48 1.116, H49 1.133
7 C -5.07699 -2.59042 1.99468  C6 1.583, C8 1.593, H50 1.132, H51 1.128
8 C -5.45980 -1.05044 1.85860  C7 1.593, C9 1.552, H52 1.130, H53 1.117
9 C -4.27067 -0.06849 1.68596  C8 1.552, N10 1.347, C37 1.495
10 N -3.85546 0.20966 0.43535  C9 1.347, C11 1.381
11 C -2.82577 1.12912 0.38400  N10 1.381, C12 1.501, C35 1.467
12 C -2.31502 1.55040 -0.96322  C11 1.501, C13 1.573, C18 1.474
13 C -2.96208 0.95043 -2.26553  C12 1.573, C14 1.593, H54 1.116, H55 1.131
14 C -2.78873 -0.62420 -2.42866  C13 1.593, N15 1.505, N16 1.461, N17 1.505
15 N -2.23828 -0.83143 -3.81441  C14 1.505, H56 1.023, H57 1.023
16 N -1.97059 -1.26365 -1.40052  C14 1.461, H58 1.022, H59 1.025
17 N -4.18125 -1.19420 -2.46078  C14 1.505, H60 1.027, H61 1.024
18 C -1.23710 2.54248 -1.12349  C12 1.474, C19 1.570, C23 1.496
19 C -0.66579 3.07072 -2.48710  C18 1.570, C20 1.602, H62 1.128, H63 1.128
20 C -0.00378 4.52561 -2.37448  C19 1.602, C21 1.581, I22 2.210, H64 1.110
21 C -1.00876 5.64873 -1.89804  C20 1.581, H65 1.126, H66 1.130, H67 1.121
22 I 0.63193 5.04166 -4.42753  C20 2.210
23 C -0.65087 3.12537 0.12275  C18 1.496, C24 1.437, H68 1.119
24 C -1.14175 2.71614 1.40968  C23 1.437, C25 1.574, C35 1.506
25 C -0.49651 3.39617 2.67460  C24 1.574, C26 1.578, H69 1.132, H70 1.116
26 C 1.07931 3.44712 2.60474  C25 1.578, C27 1.600, H71 1.127, H72 1.118
27 C 1.70213 2.05471 3.08909  C26 1.600, C28 1.570, H73 1.129, H74 1.127
28 C 2.71608 1.47162 2.04113  C27 1.570, C29 1.572, H75 1.122, H76 1.123
29 C 4.04297 2.30380 1.90846  C28 1.572, C30 1.590, H77 1.121, H78 1.123
30 C 5.06859 1.53668 0.96553  C29 1.590, O31 1.449, H79 1.122, H80 1.131
31 O 6.42859 1.99189 1.17283  C30 1.449, C32 1.386
32 C 7.34446 0.99608 0.86992  O31 1.386, C33 1.568, O34 1.204
33 C 7.76031 0.62875 -0.59682  C32 1.568, H81 1.118, H82 1.117, H83 1.124
34 O 7.85524 0.36890 1.76195  C32 1.204
35 C -2.24813 1.71266 1.59993  C11 1.467, C24 1.506, N36 1.390
36 N -2.62866 1.44739 2.91030  C35 1.390, C37 1.352
37 C -3.65625 0.56845 2.89138  C9 1.495, N36 1.352, C38 1.580
38 C -4.24466 0.16019 4.29950  C37 1.580, C39 1.596, H84 1.128, H85 1.119
39 C -5.60951 0.90600 4.65684  C38 1.596, C40 1.569, H86 1.127, H87 1.130
40 C -6.04826 1.96937 3.59045  C39 1.569, Cl41 1.828, H88 1.116, H89 1.121
41 Cl -7.47043 2.90262 4.26083  C40 1.828
42 H 0.90883 -3.57858 2.12599  C1 1.117
43 H 1.42265 -5.22321 1.61386  C1 1.126
44 H 1.33932 -3.91787 0.34905  C1 1.117
45 H -2.14770 -5.13262 2.17484  N4 1.027
46 H -3.33168 -3.98168 0.60600  C5 1.134
47 H -2.22223 -2.47802 0.72722  C5 1.117
48 H -3.13823 -2.14144 3.13536  C6 1.116
49 H -3.68950 -3.84920 3.11898  C6 1.133
50 H -5.76451 -3.01515 2.78708  C7 1.132
51 H -5.31910 -3.17635 1.06202  C7 1.128
52 H -6.06964 -0.96281 0.91087  C8 1.130
53 H -6.15603 -0.79043 2.69298  C8 1.117
54 H -2.60224 1.43590 -3.20436  C13 1.116
55 H -4.06467 1.19239 -2.19359  C13 1.131
56 H -2.72690 -0.23722 -4.48913  N15 1.023
57 H -2.39016 -1.80167 -4.10128  N15 1.023
58 H -0.99919 -1.00848 -1.59053  N16 1.022
59 H -2.10373 -2.27836 -1.45345  N16 1.025
60 H -4.71904 -0.61503 -3.11671  N17 1.027
61 H -4.14607 -2.12566 -2.88445  N17 1.024
62 H -1.44531 3.15039 -3.29817  C19 1.128
63 H 0.16754 2.38503 -2.81632  C19 1.128
64 H 0.93284 4.53631 -1.77915  C20 1.110
65 H -1.16937 6.45102 -2.67160  C21 1.126
66 H -0.54090 6.15992 -1.00577  C21 1.130
67 H -1.97301 5.18737 -1.55941  C21 1.121
68 H 0.15427 3.90244 0.09747  C23 1.119
69 H -0.87388 4.46366 2.67104  C25 1.132
70 H -0.79339 2.91377 3.63626  C25 1.116
71 H 1.40641 4.21855 3.35771  C26 1.127
72 H 1.48834 3.75955 1.61247  C26 1.118
73 H 2.21510 2.23939 4.07823  C27 1.129
74 H 0.83124 1.36741 3.28789  C27 1.127
75 H 2.20027 1.41330 1.04648  C28 1.122
76 H 2.99025 0.43897 2.38722  C28 1.123
77 H 3.85775 3.29236 1.41267  C29 1.121
78 H 4.54712 2.46825 2.89838  C29 1.123
79 H 4.94249 0.42651 1.06731  C30 1.122
80 H 4.76989 1.80699 -0.09081  C30 1.131
81 H 8.79347 1.02585 -0.75715  C33 1.118
82 H 7.79816 -0.48243 -0.70387  C33 1.117
83 H 7.03979 1.04264 -1.35331  C33 1.124
84 H -3.47014 0.38956 5.08642  C38 1.128
85 H -4.42550 -0.94259 4.35899  C38 1.119
86 H -5.48330 1.33567 5.69060  C39 1.127
87 H -6.40044 0.10173 4.72523  C39 1.130
88 H -6.38683 1.49402 2.63956  C40 1.116
89 H -5.21435 2.69924 3.42403  C40 1.121
90 O 6.86789 -2.61632 7.55576  S91 1.426
91 S 7.78070 -1.60398 7.13674  O90 1.426, O92 1.420, O93 1.613, O96 1.614
92 O 8.20939 -0.55847 7.99620  S91 1.420
93 O 7.22034 -0.95814 5.76924  S91 1.613, C94 1.433
94 C 8.19535 -1.10957 4.72969  O93 1.433, C95 1.515, H97 1.092, H98 1.088
95 C 8.96673 -2.36284 5.09153  C94 1.515, O96 1.431, H99 1.088, H100 1.094
96 O 9.08692 -2.32241 6.51685  S91 1.614, C95 1.431
97 H 8.84286 -0.23020 4.73862  C94 1.092
98 H 7.70944 -1.18967 3.75913  C94 1.088
99 H 9.94841 -2.39668 4.62335  C95 1.088
100 H 8.40620 -3.26341 4.82485  C95 1.094
101 O -3.21228 1.76053 -5.80829  S102 1.423
102 S -4.41550 2.49583 -5.61808  O101 1.423, O103 1.422, O104 1.620, O107 1.610
103 O -5.61048 1.90738 -5.11936  S102 1.422
104 O -4.74600 3.28329 -6.99509  S102 1.620, C105 1.435
105 C -4.80754 4.69397 -6.73794  O104 1.435, C106 1.517, H108 1.093, H109 1.089
106 C -3.88759 4.90975 -5.55135  C105 1.517, O107 1.413, H110 1.089, H111 1.091
107 O -4.08108 3.78687 -4.71646  S102 1.610, C106 1.413
108 H -5.83943 4.95396 -6.48843  C105 1.093
109 H -4.49633 5.25693 -7.61635  C105 1.089
110 H -4.11451 5.83013 -5.01570  C106 1.089
111 H -2.83899 4.91433 -5.85316  C106 1.091
112 O 4.17033 5.53435 -0.82327  S113 1.421
113 S 2.97242 6.27862 -0.65313  O112 1.421, O114 1.422, O115 1.620, O118 1.613
114 O 1.76718 5.69201 -0.17721  S113 1.422
115 O 2.66659 7.06690 -2.03448  S113 1.620, C116 1.431
116 C 2.60248 8.47231 -1.77412  O115 1.431, C117 1.517, H119 1.093, H120 1.089
117 C 3.50763 8.69941 -0.57845  C116 1.517, O118 1.427, H121 1.088, H122 1.093
118 O 3.29705 7.56577 0.26307  S113 1.613, C117 1.427
119 H 1.56553 8.72800 -1.54158  C116 1.093
120 H 2.92660 9.03558 -2.64764  C116 1.089
121 H 3.27351 9.62043 -0.04799  C117 1.088
122 H 4.55968 8.70875 -0.87545  C117 1.093
123 O -1.02584 1.12313 -7.95511  S124 1.422
124 S -2.08416 0.17423 -7.93845  O123 1.422, O125 1.418, O126 1.620, O129 1.618
125 O -2.96508 0.03075 -6.83603  S124 1.418
126 O -1.46672 -1.27617 -8.31330  S124 1.620, C127 1.428
127 C -2.12108 -1.79267 -9.47257  O126 1.428, C128 1.517, H130 1.093, H131 1.089
128 C -2.55529 -0.57167 -10.26189  C127 1.517, O129 1.429, H132 1.088, H133 1.093
129 O -2.97089 0.37562 -9.27653  S124 1.618, C128 1.429
130 H -2.98345 -2.37905 -9.14469  C127 1.093
131 H -1.44419 -2.43067 -10.03892  C127 1.089
132 H -3.36848 -0.78953 -10.95188  C128 1.088
133 H -1.71637 -0.13942 -10.81404  C128 1.093
134 O 3.63777 -4.05408 2.28692  S135 1.424
135 S 3.95304 -3.47630 3.54940  O134 1.424, O136 1.420, O137 1.614, O140 1.614
136 O 4.17421 -2.08389 3.72105  S135 1.420
137 O 5.20627 -4.28024 4.17194  S135 1.614, C138 1.434
138 C 4.84153 -4.83209 5.44374  O137 1.434, C139 1.516, H141 1.091, H142 1.089
139 C 3.34646 -5.06819 5.35717  C138 1.516, O140 1.431, H143 1.088, H144 1.094
140 O 2.84151 -3.95199 4.61856  S135 1.614, C139 1.431
141 H 5.08299 -4.09949 6.21480  C138 1.091
142 H 5.39424 -5.75088 5.63336  C138 1.089
143 H 2.87725 -5.12496 6.33729  C139 1.088
144 H 3.12020 -5.97729 4.79305  C139 1.094
145 O -0.34621 -11.70816 -0.22486  S146 1.422
146 S -1.51381 -10.91796 -0.03691  O145 1.422, O147 1.421, O148 1.615, O151 1.615
147 O -2.74546 -11.46549 0.41379  S146 1.421
148 O -1.78150 -10.08451 -1.39439  S146 1.615, C149 1.431
149 C -1.78736 -8.68255 -1.10694  O148 1.431, C150 1.515, H152 1.093, H153 1.088
150 C -0.87497 -8.52094 0.09170  C149 1.515, O151 1.431, H154 1.087, H155 1.093
151 O -1.13592 -9.66575 0.91041  S146 1.615, C150 1.431
152 H -2.81193 -8.38762 -0.86716  C149 1.093
153 H -1.44050 -8.11503 -1.96844  C149 1.088
154 H -1.06995 -7.60305 0.64005  C150 1.087
155 H 0.17675 -8.55024 -0.20489  C150 1.093

Here are the Löwdin charges for atoms 1 to 99, given in e: number 1, C, carries -0.0120; number 2, C, carries -0.4566; number 3, O, carries 0.0576; number 4, N, carries -0.0157; number 5, C, carries -0.1895; number 6, C, carries -0.1744; number 7, C, carries -0.1708; number 8, C, carries -0.1288; number 9, C, carries -0.1906; number 10, N, carries 0.1904; number 11, C, carries -0.1339; number 12, C, carries -0.0615; number 13, C, carries -0.0670; number 14, C, carries -0.6026; number 15, N, carries 0.0613; number 16, N, carries 0.0858; number 17, N, carries 0.0508; number 18, C, carries -0.1110; number 19, C, carries -0.2162; number 20, C, carries -0.7079; number 21, C, carries -0.1609; number 22, I, carries 0.7718; number 23, C, carries 0.0190; number 24, C, carries -0.1045; number 25, C, carries -0.1594; number 26, C, carries -0.1973; number 27, C, carries -0.1868; number 28, C, carries -0.2036; number 29, C, carries -0.1496; number 30, C, carries -0.1773; number 31, O, carries -0.0429; number 32, C, carries -0.4885; number 33, C, carries 0.0116; number 34, O, carries 0.0978; number 35, C, carries -0.1285; number 36, N, carries 0.1715; number 37, C, carries -0.2039; number 38, C, carries -0.1314; number 39, C, carries -0.2595; number 40, C, carries -0.5675; number 41, Cl, carries 0.4932; number 42, H, carries 0.0740; number 43, H, carries 0.0839; number 44, H, carries 0.0894; number 45, H, carries 0.1159; number 46, H, carries 0.1176; number 47, H, carries 0.1004; number 48, H, carries 0.0968; number 49, H, carries 0.1073; number 50, H, carries 0.1058; number 51, H, carries 0.1081; number 52, H, carries 0.1232; number 53, H, carries 0.0892; number 54, H, carries 0.0811; number 55, H, carries 0.1235; number 56, H, carries 0.0294; number 57, H, carries 0.0666; number 58, H, carries 0.0917; number 59, H, carries 0.0700; number 60, H, carries 0.0654; number 61, H, carries 0.0600; number 62, H, carries 0.0851; number 63, H, carries 0.1176; number 64, H, carries 0.0302; number 65, H, carries 0.0407; number 66, H, carries 0.0677; number 67, H, carries 0.0846; number 68, H, carries 0.0868; number 69, H, carries 0.1192; number 70, H, carries 0.0982; number 71, H, carries 0.1104; number 72, H, carries 0.0725; number 73, H, carries 0.1124; number 74, H, carries 0.1077; number 75, H, carries 0.1188; number 76, H, carries 0.1033; number 77, H, carries 0.1041; number 78, H, carries 0.1269; number 79, H, carries 0.1325; number 80, H, carries 0.1307; number 81, H, carries 0.0909; number 82, H, carries 0.0897; number 83, H, carries 0.0847; number 84, H, carries 0.1173; number 85, H, carries 0.0943; number 86, H, carries 0.1074; number 87, H, carries 0.1033; number 88, H, carries 0.0704; number 89, H, carries 0.0830; number 90, O, carries -0.2364; number 91, S, carries 0.6226; number 92, O, carries -0.2155; number 93, O, carries -0.1853; number 94, C, carries -0.1642; number 95, C, carries -0.1648; number 96, O, carries -0.1907; number 97, H, carries 0.1368; number 98, H, carries 0.1191; number 99, H, carries 0.1365